DFT (ωB97M-V/def2-TZVPD) results for a 8-piece molecular cluster, C24H29FN8O2 overall in a non-equilibrium geometry.

Values from the calculation:
Total energy = -44083.971 eV
F_max = 5.112 eV/A
E_LUMO = -0.667 eV
Energy relative to the best compared isomer or geometry (same formula, charge and spin) = 212.2 kcal/mol
Highest occupied orbital energy = -9.13 eV
Molar mass = 480.55 g/mol
SMILES = C[C@@H](F)N1C(=O)c2ccccc2C1=O.CC#N.CC#N.CC#N.CC#N.CC#N.CC#N.CC#N

Each atom is followed by the atoms it is bonded to, with distances in Å.
CARTESIAN COORDINATES (ANGSTROEM)
1 C -1.96 1.38 0.42  C2 1.611, H15 1.155, H16 1.139, H17 1.143
2 C -1.25 -0.03 0.74  C1 1.611, F3 1.451, N4 1.481, H18 1.155
3 F 0.14 0.27 1.02  C2 1.451
4 N -1.91 -0.83 1.79  C2 1.481, C5 1.493, C13 1.487
5 C -2.88 -0.11 2.67  N4 1.493, O6 1.251, C7 1.593
6 O -4.11 0.06 2.51  C5 1.251
7 C -1.92 0.36 3.85  C5 1.593, C8 1.542, C12 1.558
8 C -1.97 1.54 4.84  C7 1.542, C9 1.573, H19 1.135
9 C -0.76 1.66 5.84  C8 1.573, C10 1.572, H20 1.134
10 C 0.42 0.63 5.84  C9 1.572, C11 1.572, H21 1.137
11 C 0.46 -0.57 4.82  C10 1.572, C12 1.541, H22 1.135
12 C -0.73 -0.65 3.85  C7 1.558, C11 1.541, C13 1.606
13 C -1.04 -1.68 2.65  N4 1.487, C12 1.606, O14 1.246
14 O -0.65 -2.84 2.45  C13 1.246
15 H -1.61 2.20 1.15  C1 1.155
16 H -3.10 1.30 0.34  C1 1.139
17 H -1.58 1.69 -0.61  C1 1.143
18 H -1.24 -0.63 -0.25  C2 1.155
19 H -2.84 2.27 4.81  C8 1.135
20 H -0.73 2.52 6.57  C9 1.134
21 H 1.30 0.75 6.56  C10 1.137
22 H 1.30 -1.32 4.76  C11 1.135
23 C 2.58 -2.83 2.03  C24 1.465, H26 1.093, H27 1.092, H28 1.093
24 C 3.59 -2.11 2.80  C23 1.465, N25 1.152
25 N 4.39 -1.54 3.40  C24 1.152
26 H 1.60 -2.79 2.51  C23 1.093
27 H 2.46 -2.41 1.02  C23 1.092
28 H 2.84 -3.88 1.91  C23 1.093
29 C 1.01 -3.92 -1.56  C30 1.465, H32 1.093, H33 1.093, H34 1.093
30 C 2.39 -3.48 -1.38  C29 1.465, N31 1.153
31 N 3.48 -3.13 -1.23  C30 1.153
32 H 0.88 -4.44 -2.51  C29 1.093
33 H 0.69 -4.60 -0.77  C29 1.093
34 H 0.31 -3.08 -1.55  C29 1.093
35 C 3.23 -3.81 -5.56  C36 1.465, H38 1.092, H39 1.093, H40 1.093
36 C 1.91 -4.26 -5.11  C35 1.465, N37 1.152
37 N 0.87 -4.60 -4.76  C36 1.152
38 H 3.15 -3.01 -6.29  C35 1.092
39 H 3.83 -3.44 -4.73  C35 1.093
40 H 3.79 -4.63 -6.03  C35 1.093
41 C -4.66 4.77 -0.34  C42 1.465, H44 1.092, H45 1.092, H46 1.093
42 C -3.67 3.85 -0.89  C41 1.465, N43 1.151
43 N -2.89 3.12 -1.32  C42 1.151
44 H -4.19 5.62 0.16  C41 1.092
45 H -5.31 5.18 -1.12  C41 1.092
46 H -5.31 4.28 0.39  C41 1.093
47 C 0.24 -1.56 -7.43  C48 1.465, H50 1.092, H51 1.093, H52 1.090
48 C 1.62 -1.12 -7.24  C47 1.465, N49 1.153
49 N 2.71 -0.77 -7.10  C48 1.153
50 H 0.11 -2.08 -8.38  C47 1.092
51 H -0.07 -2.25 -6.63  C47 1.093
52 H -0.46 -0.72 -7.42  C47 1.090
53 C -1.56 2.65 -6.45  C54 1.465, H56 1.093, H57 1.092, H58 1.093
54 C -1.04 1.87 -7.58  C53 1.465, N55 1.151
55 N -0.63 1.26 -8.46  C54 1.151
56 H -1.30 2.20 -5.49  C53 1.093
57 H -1.17 3.67 -6.45  C53 1.092
58 H -2.65 2.72 -6.49  C53 1.093
59 C 2.73 3.79 8.18  C60 1.465, H62 1.093, H63 1.093, H64 1.092
60 C 1.47 3.07 8.35  C59 1.465, N61 1.152
61 N 0.47 2.50 8.49  C60 1.152
62 H 3.59 3.12 8.30  C59 1.093
63 H 2.80 4.24 7.19  C59 1.093
64 H 2.84 4.59 8.91  C59 1.092

Atomic partial charges in e from the Mulliken method, atoms 1 to 6: number 1, C, carries -1.29; number 2, C, carries 0.53; number 3, F, carries -0.37; number 4, N, carries 0.09; number 5, C, carries 0.13; number 6, O, carries -0.55